Entry 1:
{
  "formula": "C45H48N5O6P2SSn",
  "method": "ωB97M-V with the def2-TZVPD basis set",
  "gap_ha": 0.203,
  "total_charge": -1,
  "e_homo_ev": -3.62,
  "relative_energy_ev": 2.226,
  "elements": ["Sn", "O", "C", "C", "N", "C", "C", "O", "O", "C", "C", "O", "O", "H", "H", "H", "H", "H", "H", "H", "H", "H", "C", "S", "C", "C", "C", "N", "P", "C", "C", "C", "C", "C", "C", "C", "C", "C", "C", "C", "C", "P", "C", "C", "C", "C", "C", "C", "C", "C", "C", "C", "C", "C", "H", "H", "H", "H", "H", "H", "H", "H", "H", "H", "H", "H", "H", "H", "H", "H", "H", "H", "H", "H", "H", "H", "H", "H", "H", "H", "H", "H", "H", "N", "C", "C", "C", "C", "C", "C", "C", "N", "C", "C", "N", "C", "H", "H", "H", "H", "H", "H", "H", "C", "O", "H", "H", "H"],
  "coordinates": [[1.34843, -3.35876, -0.49943], [4.24216, -3.42817, 0.08824], [4.41341, -3.19997, 1.46554], [3.11529, -3.22418, 2.25964], [2.04544, -2.36904, 1.72554], [0.84845, -2.52731, 2.57003], [0.07127, -3.81363, 2.27691], [-0.62508, -4.30984, 3.14197], [0.20748, -4.25308, 1.06680], [2.43646, -0.94989, 1.66678], [1.32660, -0.16205, 0.96992], [-0.66779, 1.22687, 1.35050], [0.96262, -0.52969, -0.13105], [3.83851, -4.31780, -0.09903], [4.89741, -2.22450, 1.54810], [5.09562, -3.93016, 1.91697], [3.35193, -2.93545, 3.29511], [2.71801, -4.24330, 2.29173], [0.15829, -1.70594, 2.36214], [1.08977, -2.49122, 3.63709], [3.33794, -0.85619, 1.05935], [2.63421, -0.53590, 2.65966], [-2.84066, 5.09159, 0.08451], [-4.37397, 4.54888, 0.86913], [-4.99321, 3.31287, -0.30938], [-4.55708, 1.87024, -0.07552], [-3.07243, 1.66538, -0.34017], [-2.62950, 0.27655, -0.12414], [-2.08271, -0.69880, -1.46531], [-2.96831, 0.07938, -2.88317], [-4.35191, 0.02317, -3.05755], [-4.95379, 0.64187, -4.14134], [-4.17768, 1.32026, -5.07532], [-2.80134, 1.37316, -4.92133], [-2.20274, 0.75336, -3.82996], [-3.14586, -2.19281, -1.31179], [-3.98065, -2.43676, -0.22884], [-4.67930, -3.63500, -0.12936], [-4.55148, -4.60120, -1.11411], [-3.71980, -4.36534, -2.20357], [-3.01796, -3.17523, -2.29526], [-1.67937, -0.04188, 1.28509], [-2.87715, 0.49369, 2.57211], [-3.77264, -0.45126, 3.07238], [-4.68843, -0.10972, 4.05645], [-4.70614, 1.18300, 4.56514], [-3.79812, 2.12146, 4.09576], [-2.88085, 1.77604, 3.11241], [0.82850, 1.13080, 1.60064], [1.53111, 2.16004, 0.79591], [2.31746, 3.14954, 1.35673], [2.54263, 3.26028, 2.72141], [1.86922, 2.32888, 3.54052], [1.08866, 1.32597, 3.04827], [-2.50890, 5.97156, 0.63440], [-3.02097, 5.37754, -0.95186], [-2.05310, 4.34173, 0.13228], [-4.70977, 3.64437, -1.31285], [-6.07974, 3.38625, -0.24765], [-5.13411, 1.22824, -0.74809], [-4.79104, 1.56298, 0.94596], [-2.48426, 2.32094, 0.30078], [-2.85260, 1.96894, -1.36734], [-4.95614, -0.51924, -2.33961], [-6.02902, 0.59235, -4.26389], [-4.64815, 1.79983, -5.92503], [-2.19200, 1.89497, -5.64874], [-1.12655, 0.79414, -3.70331], [-4.09494, -1.67682, 0.53217], [-5.31933, -3.81256, 0.72642], [-5.08907, -5.53769, -1.03263], [-3.61072, -5.11704, -2.97583], [-2.35680, -3.00547, -3.13967], [-3.73669, -1.47266, 2.70710], [-5.37530, -0.85563, 4.43771], [-5.41628, 1.45259, 5.33763], [-3.80038, 3.12796, 4.49577], [-2.16125, 2.50268, 2.75683], [1.33785, 2.12633, -0.27198], [2.76875, 3.87686, 0.68427], [3.17104, 4.03412, 3.13820], [1.96234, 2.41064, 4.61982], [0.55356, 0.67230, 3.73293], [7.25966, 6.65883, -1.71791], [6.84605, 5.58780, -1.77502], [6.33578, 4.24580, -1.86119], [5.18830, 3.87846, -1.16172], [4.70131, 2.58868, -1.24779], [5.35462, 1.65157, -2.04607], [6.50710, 2.01479, -2.73820], [6.99509, 3.30410, -2.64505], [4.86036, 0.33792, -2.14173], [5.54959, -0.79249, -2.55603], [4.66598, -1.81752, -2.46238], [3.44053, -1.36121, -2.02762], [3.58729, -0.08196, -1.84688], [4.68447, 4.60037, -0.53350], [3.83772, 2.30829, -0.65731], [7.01528, 1.29867, -3.36738], [7.88718, 3.58650, -3.18738], [6.59205, -0.77320, -2.81660], [4.83751, -2.86403, -2.65239], [2.80755, 0.58122, -1.50505], [2.24749, -6.45320, -0.02833], [2.42249, -5.12677, -0.43189], [2.44132, -7.13955, -0.86164], [1.23149, -6.64151, 0.33761], [2.93648, -6.72097, 0.78481]]
}

=====

Entry 2:
{
  "formula": "C45H48N7O6PSSn",
  "method": "ωB97M-V with the def2-TZVPD basis set",
  "gap_ha": 0.222,
  "e_homo_ev": -6.53,
  "elements": ["Sn", "O", "C", "O", "C", "C", "C", "C", "C", "C", "P", "C", "C", "C", "C", "C", "C", "C", "C", "C", "C", "C", "C", "H", "H", "H", "H", "H", "H", "H", "H", "H", "H", "H", "H", "H", "H", "S", "C", "C", "C", "C", "C", "C", "N", "C", "C", "C", "C", "C", "C", "C", "H", "H", "H", "H", "H", "H", "H", "H", "C", "C", "C", "C", "C", "C", "O", "N", "C", "O", "N", "C", "O", "H", "H", "H", "H", "H", "H", "H", "H", "H", "H", "H", "N", "C", "C", "N", "C", "C", "H", "H", "H", "H", "H", "H", "H", "H", "H", "H", "H", "N", "C", "N", "O", "H", "H", "H", "H"],
  "coordinates": [[-0.30433, 0.61729, -0.22784], [-1.39883, -2.65458, 1.54041], [-1.88897, -2.47026, 0.41955], [-2.52239, -1.44993, 0.01796], [-1.74021, -3.60968, -0.57942], [-2.59922, -4.69985, -0.43535], [-2.52562, -5.78413, -1.28882], [-1.56920, -5.80682, -2.29962], [-0.70392, -4.73841, -2.43942], [-0.77809, -3.62857, -1.58969], [0.48462, -2.29389, -1.74304], [2.01011, -3.22725, -1.29051], [1.94704, -4.42864, -0.58373], [3.10688, -5.07251, -0.17325], [4.35212, -4.53112, -0.45648], [4.42965, -3.31219, -1.11424], [3.26980, -2.65863, -1.50111], [0.52599, -2.14528, -3.59217], [1.66571, -1.94660, -4.36630], [1.57545, -1.72824, -5.73738], [0.34279, -1.70011, -6.36467], [-0.80442, -1.89802, -5.60737], [-0.71235, -2.11210, -4.24336], [-3.33716, -4.68294, 0.35742], [-3.20703, -6.61747, -1.16816], [-1.49007, -6.65837, -2.96356], [0.05704, -4.76731, -3.21030], [0.98698, -4.86950, -0.34965], [3.03369, -6.00814, 0.36713], [5.25473, -5.04362, -0.14839], [5.39240, -2.85213, -1.29945], [3.35222, -1.66991, -1.93190], [2.64716, -1.98114, -3.92515], [2.48144, -1.58233, -6.31214], [0.27485, -1.53342, -7.43224], [-1.77855, -1.89493, -6.08151], [-1.61872, -2.26790, -3.67090], [4.45838, 1.64246, -0.65976], [4.44447, 0.14149, 0.21016], [5.51186, -0.59915, 0.70900], [5.23045, -1.78575, 1.36285], [3.91105, -2.23173, 1.50743], [2.85217, -1.49789, 1.01142], [3.12200, -0.29063, 0.36962], [2.17425, 0.55299, -0.17705], [2.70513, 1.58359, -0.74474], [1.88683, 2.59069, -1.43258], [2.45815, 3.67251, -2.10526], [1.64575, 4.56167, -2.78512], [0.26716, 4.35967, -2.78658], [-0.28215, 3.28473, -2.09999], [0.51028, 2.37676, -1.40094], [6.53080, -0.25824, 0.58165], [6.04344, -2.38117, 1.75729], [3.71913, -3.17963, 1.99422], [1.82597, -1.83960, 1.09004], [3.53303, 3.81741, -2.10733], [2.07992, 5.40015, -3.31407], [-0.37542, 5.04855, -3.32319], [-1.35981, 3.15669, -2.09899], [-4.05117, 2.18983, 2.93144], [-4.13316, 3.33049, 1.92293], [-2.76710, 3.95163, 1.57639], [-2.94131, 4.96825, 0.42915], [-1.64457, 5.67465, 0.04474], [-2.25094, 4.70845, 2.78213], [-2.87996, 5.59550, 3.31857], [-1.00920, 4.34392, 3.23251], [-0.22112, 3.28357, 2.75036], [0.81731, 3.04545, 3.35872], [-0.66197, 2.55602, 1.70300], [-1.82719, 2.84426, 1.10732], [-2.20017, 2.17290, 0.13205], [-5.04738, 1.81499, 3.16757], [-3.59534, 2.52839, 3.86730], [-3.46973, 1.35489, 2.53271], [-4.76303, 4.13046, 2.31435], [-4.57260, 2.96783, 0.99341], [-3.68342, 5.70066, 0.75153], [-3.34326, 4.41920, -0.42341], [-1.24460, 6.25136, 0.88194], [-1.81709, 6.36951, -0.77760], [-0.88083, 4.96399, -0.27687], [-0.62161, 4.87145, 4.00196], [-0.31496, 0.06859, 5.67617], [1.11328, 0.37489, 5.29217], [1.46771, -0.52088, 4.10953], [0.56864, -0.32478, 2.99467], [-0.81412, -0.56191, 3.35788], [-1.26550, 0.30645, 4.52421], [-0.59271, 0.61249, 6.49082], [-0.37264, -0.92192, 5.92293], [1.74074, 0.21284, 6.16834], [1.13844, 1.42168, 4.98660], [1.40486, -1.57262, 4.41584], [2.49875, -0.32420, 3.81474], [0.67703, 0.60568, 2.59697], [-0.93667, -1.62194, 3.60151], [-1.45266, -0.38657, 2.49135], [-2.27035, 0.06357, 4.86730], [-1.20187, 1.36526, 4.28121], [-3.39998, -0.40555, -1.95630], [-2.50427, 0.33039, -2.63380], [-2.95461, 1.10157, -3.66299], [-1.28456, 0.30651, -2.38537], [-4.37326, -0.16155, -2.01165], [-3.06286, -0.88068, -1.09071], [-3.86054, 0.94475, -4.06560], [-2.24279, 1.51337, -4.24147]]
}